C12H19NO2 | ωB97M-V with the def2-TZVPD basis set

Properties
- Total charge: -1
- Frontier orbital gap (alpha / beta): 2.6 / 6.8 eV
- Energy above the lowest of the compared OMol25 structures with the same formula, charge and spin: 3.361 eV
- Spin multiplicity: 2
- Largest force on an atom: 6.08 eV/Å
- Lowest unoccupied orbital energy (alpha / beta): 3.042 / 2.994 eV

```
34
C12H19NO2 (ωB97M-V with the def2-TZVPD basis set)
H -0.83171 3.42476 2.73872
H -2.93250 -3.23817 0.31685
H -3.68221 -1.48128 -1.98033
C -1.06867 3.16955 1.60098
C -2.13408 -2.68447 -0.17247
H -2.11758 2.89717 1.57766
H 2.04947 0.17213 0.49455
H 1.15232 -2.03526 -1.95426
O -3.18230 -2.30571 -2.27864
H 0.67811 -0.14574 1.75978
H 1.25281 2.03637 2.53556
H -1.29540 4.24917 1.33820
H 1.72037 3.60073 -1.87229
H 1.03191 1.94282 -2.28518
C 1.24814 2.71104 -1.45920
C 1.57522 -2.81004 0.79070
C -0.89101 -2.69074 0.59116
H 2.28883 -3.56912 0.38725
C 0.31907 -2.22761 -1.40438
H 2.14247 -1.98938 1.07530
C 0.02732 3.08269 -0.53203
O -0.95482 3.68011 -0.88743
C 1.04741 0.45367 0.96814
C -2.08478 -2.38727 -1.51931
H 1.23213 -3.24537 1.78929
N 0.07547 2.60609 0.68772
H 2.12330 2.07208 -1.04883
H 0.25915 -0.18437 0.13977
C 1.21031 1.97893 1.35163
H -1.01665 -2.67497 1.67643
H 2.15769 2.26834 0.98571
C -0.88819 -2.28922 -2.16364
C 0.37143 -2.51723 -0.03243
H -0.88306 -1.86970 -3.21497
```